DFT (ωB97M-V/def2-TZVPD) results for 7 unconnected molecules or ions with the total composition C7H28N14O7 at a distorted geometry.

Properties
HOMO (alpha / beta)   -11.35 / -11.35 eV
Net charge   +1
Orbital gap (alpha / beta)   8.538 / 2.520 eV
Multiplicity   2
LUMO (alpha / beta)   -2.8113 / -8.8291 eV

Geometry (Å):
C 1.878 1.446 -3.757
O 2.530 1.627 -4.782
N 1.396 2.335 -2.971
N 1.292 0.311 -3.552
H 0.730 1.929 -2.330
H 1.465 3.327 -3.145
H 1.494 -0.458 -4.174
H 0.681 0.126 -2.769
C -0.329 -0.441 -0.435
O -0.285 -0.653 -1.643
N -1.253 -0.931 0.371
N 0.680 0.102 0.211
H -2.082 -1.415 0.057
H -1.043 -0.881 1.357
H 0.555 0.172 1.211
H 1.407 0.503 -0.365
C 1.056 2.957 3.660
O 0.144 2.961 4.401
N 1.307 1.912 2.948
N 1.559 3.995 3.118
H 1.044 1.134 3.536
H 1.988 1.741 2.222
H 2.307 3.932 2.442
H 1.158 4.812 3.555
C -0.116 -1.075 3.790
O -0.564 -0.129 3.099
N 0.078 -2.256 3.241
N 0.466 -0.995 4.954
H -0.375 -2.604 2.408
H 0.851 -2.792 3.611
H 0.455 -0.108 5.436
H 0.867 -1.789 5.433
C 3.868 2.229 0.431
O 4.076 1.878 1.578
N 2.629 2.364 0.042
N 4.790 2.161 -0.496
H 2.692 2.582 -0.942
H 1.819 2.529 0.623
H 5.705 1.844 -0.211
H 4.723 2.617 -1.395
C -2.442 -1.166 -4.952
O -3.482 -1.125 -5.597
N -2.098 -1.617 -3.763
N -1.508 -0.487 -5.459
H -2.546 -2.296 -3.166
H -1.234 -1.275 -3.368
H -1.872 0.001 -6.264
H -0.540 -0.541 -5.176
C -4.263 -3.987 0.832
O -3.646 -5.025 0.870
N -5.555 -3.898 0.689
N -3.632 -2.834 0.841
H -5.939 -4.819 0.847
H -6.027 -3.005 0.732
H -4.196 -2.024 1.057
H -2.661 -2.900 1.111



DFT (ωB97M-V/def2-TZVPD) results for a molecular structure, C6H6O at a distorted geometry.

Properties
HOMO   -8.87 eV
Orbital gap   9.857 eV
LUMO   0.9911 eV

Geometry (Å):
C -0.265 -2.741 0.138
C -0.104 -1.559 -0.015
C 0.056 -0.148 -0.197
C 1.363 0.504 -0.479
C 0.386 0.882 0.809
O -0.628 1.775 0.487
C -1.128 0.810 -0.464
H -0.398 -3.788 0.272
H 1.348 1.328 -1.189
H 1.929 0.775 0.435
H 0.586 0.664 1.872
H -2.077 0.391 -0.115
H -1.223 1.226 -1.469



DFT (ωB97M-V/def2-TZVPD) results for a molecular structure, C3H5NO2 at a distorted geometry.

Properties
HOMO   -10.72 eV
Orbital gap   10.810 eV
LUMO   0.0943 eV

Geometry (Å):
C -0.699 1.150 0.254
C -0.494 -0.130 0.529
C 1.023 -0.791 -0.471
N 2.066 0.053 -0.041
O 2.764 -0.377 0.823
O 2.228 1.150 -0.587
H -1.345 1.698 0.805
H -0.001 1.547 -0.577
H -0.826 -0.849 1.134
H 0.611 -0.578 -1.439
H 1.039 -1.836 -0.315



DFT (ωB97M-V/def2-TZVPD) results for a molecular structure, C13H19F3N4O8SSiW at a distorted geometry.

Properties
HOMO (alpha / beta)   -8.55 / -9.14 eV
Orbital gap (alpha / beta)   8.406 / 8.063 eV
Multiplicity   3
LUMO (alpha / beta)   -0.1446 / -1.0788 eV

Geometry (Å):
W -0.820 0.094 0.675
C 1.060 -0.871 3.819
C 1.788 -0.822 2.516
C 3.085 -1.273 2.371
C 3.699 -1.233 1.119
C 3.041 -0.724 0.020
C 1.753 -0.235 0.224
N 1.173 -0.301 1.437
N 0.843 0.281 -0.669
Si 1.203 1.860 -1.420
C 1.115 3.224 -0.134
C 0.128 2.098 -2.927
C 2.984 1.822 -2.020
H 1.761 -1.064 4.628
H 0.311 -1.663 3.802
H 0.545 0.070 4.004
H 3.609 -1.666 3.230
H 4.707 -1.613 1.012
H 3.485 -0.705 -0.963
H 0.612 2.918 0.784
H 0.565 4.086 -0.516
H 2.124 3.553 0.123
H -0.874 1.696 -2.808
H 0.591 1.610 -3.789
H 0.047 3.162 -3.158
H 3.692 1.627 -1.214
H 3.221 2.813 -2.419
H 3.154 1.097 -2.819
O -2.816 1.722 3.511
C -2.079 0.946 2.993
O -0.971 1.237 2.284
C -2.256 -0.593 3.018
O -2.994 -1.181 3.750
O -1.449 -1.159 2.127
F -4.754 -1.864 -1.687
C -4.825 -0.614 -2.100
F -4.483 -0.519 -3.372
F -6.018 -0.106 -1.888
S -2.742 1.018 -0.733
O -3.073 0.299 0.575
O -1.829 -0.080 -1.330
O -1.547 1.887 -0.186
N -0.028 -2.062 -2.174
C -0.705 -2.448 -1.086
N -1.564 -3.475 -1.150
O -0.489 -1.925 0.043
H -0.388 -2.291 -3.084
H 0.412 -1.150 -2.053
H -1.866 -3.854 -2.029
H -2.139 -3.623 -0.337



The calculated total energy results, record by record, are as follows: -42901.0707 -8360.5462 -8771.5096 -64824.4020 eV.
The ΔE to the lowest compared entry with this formula, charge and spin results, record by record, are as follows: 39.8 137.4 142.6 37.9 kcal per mole.